{
  "formula": "C5H5OSn",
  "method": "ωB97M-V/def2-TZVPD",
  "gap_ev": [6.108, 6.705],
  "charge": 1,
  "homo_energy_ha": [-0.46519, -0.47774],
  "e_lumo_ev": [-6.550, -6.295],
  "species": ["Sn", "O", "C", "C", "C", "C", "C", "H", "H", "H", "H", "H"],
  "coordinates": [[0.414125, -0.963893, 0.139082], [1.652999, 0.255713, 0.581481], [0.740169, 2.694728, 0.167035], [-1.457011, -3.346385, -1.294709], [-0.727325, -2.444696, -0.761152], [-0.112397, 1.923362, 0.805584], [1.281703, 1.464090, 1.055425], [-1.070179, 2.447728, 0.321666], [-2.455441, -3.083837, -1.677734], [1.072674, 3.716613, -0.009430], [-1.132724, -4.397182, -1.321501], [1.793407, 1.733758, 1.994252]],
  "atomic_forces_ev_per_a": [[-5.021, -3.129, -0.034], [5.025, 1.241, -0.470], [3.884, -1.927, 2.428], [-1.158, -0.985, -0.382], [2.015, 1.055, -0.078], [-3.497, 3.208, -3.195], [-0.970, 4.143, 0.190], [0.302, -2.493, 2.716], [0.264, -0.287, 0.097], [-0.182, -0.598, -0.774], [-0.146, 0.298, -0.158], [-0.516, -0.526, -0.339]]
}

***

{
  "formula": "C5H20BrN2O7",
  "method": "ωB97M-V/def2-TZVPD",
  "gap_ev": 8.750,
  "charge": -1,
  "homo_energy_ha": -0.21415,
  "e_lumo_ev": 2.923,
  "species": ["Br", "O", "O", "O", "O", "O", "O", "O", "N", "N", "C", "C", "C", "C", "C", "H", "H", "H", "H", "H", "H", "H", "H", "H", "H", "H", "H", "H", "H", "H", "H", "H", "H", "H", "H"],
  "coordinates": [[-0.219685, -0.183955, 0.004543], [-1.843361, 2.391787, -1.884582], [1.452038, -5.748135, -0.853624], [0.898440, -2.964780, -1.556870], [-0.739685, -0.619102, -3.558393], [1.160117, 2.385816, 1.781690], [-1.428923, 1.413591, 3.965904], [-0.564632, 4.620456, -0.769765], [0.481978, 1.666933, 5.182418], [0.277298, -0.056643, 3.654409], [-0.152543, -3.929574, -1.281960], [-0.284488, 1.048516, 4.226967], [-0.663340, 2.898100, -2.513033], [0.328924, -5.325505, -1.603234], [0.174434, 3.702627, -1.528728], [0.012993, -0.258211, 2.697470], [-0.966524, -3.615562, -1.940615], [-0.072103, 2.061403, -2.902168], [0.815237, -2.299414, -0.855919], [0.675428, 2.947670, -0.910014], [-1.206925, 0.210814, -3.409827], [-0.390496, -3.819826, -0.219203], [-1.561009, 1.692171, -1.262319], [1.480165, 1.716903, 5.126353], [-0.417875, -0.866498, -2.675657], [1.151467, -5.894288, 0.050037], [0.994260, 4.201590, -2.052948], [1.021119, 1.507602, 1.374549], [-0.972466, 3.484649, -3.382634], [1.175446, -0.405816, 3.924081], [0.271076, 2.740400, 1.874712], [0.033947, 2.502414, 5.533349], [-1.020260, 4.132357, -0.081098], [-0.515680, -6.018694, -1.495601], [0.615618, -5.319813, -2.658295]],
  "atomic_forces_ev_per_a": [[0.033, 0.034, 0.076], [0.312, -0.171, -0.010], [-0.158, -0.145, 0.146], [-0.302, -0.771, 0.366], [0.015, -0.009, 0.059], [0.192, -0.160, -0.013], [0.838, 0.077, 0.180], [0.142, 0.508, 0.014], [-0.459, 0.568, 0.799], [-0.173, -0.240, -0.289], [1.262, 1.317, -0.094], [-0.574, -0.387, -0.509], [-0.388, -0.107, -0.045], [-0.323, 0.323, -0.525], [0.602, -1.182, -0.267], [-0.267, -0.062, 0.011], [-0.473, -0.524, 0.315], [0.227, 0.106, 0.060], [0.087, 0.275, -0.268], [-0.096, 0.219, 0.374], [-0.045, -0.083, 0.104], [-0.474, -0.210, -0.101], [-0.043, 0.106, -0.161], [0.140, -0.143, -0.346], [-0.006, 0.072, -0.106], [0.127, 0.081, -0.035], [-0.241, 0.338, -0.032], [-0.112, 0.334, -0.045], [-0.221, 0.122, 0.204], [0.234, 0.294, 0.114], [-0.076, -0.108, 0.023], [0.167, -0.144, -0.046], [-0.174, -0.106, -0.085], [0.042, -0.051, 0.015], [0.184, -0.171, 0.118]]
}

***

{
  "formula": "C13H23Cl3O2Os",
  "method": "ωB97M-V/def2-TZVPD",
  "s2": 6.019,
  "gap_ev": [3.719, 5.812],
  "charge": -2,
  "multiplicity": 5,
  "homo_energy_ha": [0.05405, -0.02356],
  "e_lumo_ev": [5.190, 5.171],
  "species": ["Os", "Cl", "Cl", "Cl", "O", "O", "C", "C", "C", "C", "C", "C", "C", "C", "C", "C", "C", "C", "C", "H", "H", "H", "H", "H", "H", "H", "H", "H", "H", "H", "H", "H", "H", "H", "H", "H", "H", "H", "H", "H", "H", "H"],
  "coordinates": [[0.130763, -0.991606, -0.019226], [2.099199, -2.067048, 0.267588], [0.974330, 0.073952, 1.947526], [-0.100517, -2.818895, -1.497182], [-1.803076, -0.713082, -0.230486], [-0.701086, -2.103771, 1.403678], [0.670118, 1.826907, -0.297464], [0.523533, 2.823968, 0.785983], [1.583457, 0.306868, -1.790778], [-0.388783, 1.346438, -1.108998], [-0.528887, -0.156448, -3.240005], [3.241486, 1.461130, -0.198732], [2.567693, -0.332186, -2.698087], [-1.525090, -1.549882, 2.445834], [-1.752445, 1.923702, -1.135242], [-0.847074, -1.690451, 3.786724], [-2.883209, -2.230823, 2.492514], [1.887507, 1.190050, -0.711067], [0.149645, 0.363726, -2.023680], [-2.764867, -3.310748, 2.595061], [-0.487871, -2.718239, 3.896374], [3.204584, 1.929333, 0.787267], [-1.748721, 2.917449, -1.614197], [0.882225, 3.811606, 0.474858], [-2.134855, 2.067196, -0.115938], [3.159767, 0.438140, -3.214170], [-0.013285, -0.994386, 3.843936], [-0.140929, -1.145674, -3.497945], [3.825758, 0.542890, -0.128497], [2.058472, -0.916202, -3.472558], [-1.558056, -1.476449, 4.588838], [1.080242, 2.528469, 1.683179], [-0.377221, 0.512940, -4.101691], [-2.125117, -1.634328, -0.389510], [-1.709946, -0.483003, 2.246934], [3.772848, 2.144707, -0.871921], [-1.605591, -0.221995, -3.050397], [-3.443795, -1.853408, 3.358160], [3.260118, -0.992342, -2.164360], [-3.463443, -2.025628, 1.596494], [-2.437111, 1.284986, -1.699309], [-0.530772, 2.932140, 1.070492]],
  "atomic_forces_ev_per_a": [[-1.907, 1.003, -0.257], [2.681, -1.023, 0.215], [0.802, 1.457, 2.469], [-0.817, -2.285, -2.095], [-1.286, -0.217, -1.046], [-0.946, -1.060, 2.177], [0.279, -0.432, -1.361], [-0.041, 0.403, 0.338], [-1.088, 1.230, 0.641], [1.493, 0.157, -0.294], [-0.159, 0.011, -0.120], [0.307, 0.089, 0.227], [0.150, -0.311, -0.137], [0.553, -0.114, -1.254], [-0.404, 0.126, 0.051], [0.197, -0.095, 0.310], [-0.152, -0.077, -0.018], [-1.338, 0.056, -1.203], [1.090, 0.790, 0.674], [0.020, -0.113, 0.016], [0.041, 0.022, 0.051], [0.026, -0.095, 0.034], [0.043, -0.077, 0.011], [0.004, 0.163, -0.061], [-0.142, -0.170, -0.226], [0.027, -0.036, 0.049], [0.025, -0.232, 0.111], [-0.268, 0.102, 0.019], [0.041, -0.085, 0.111], [0.114, -0.037, 0.173], [-0.063, 0.032, 0.184], [-0.125, 0.052, -0.195], [-0.015, 0.025, 0.039], [0.411, 1.034, 0.427], [0.091, -0.112, 0.035], [0.165, 0.071, -0.037], [0.119, -0.229, -0.113], [-0.051, -0.072, -0.058], [-0.070, -0.012, -0.020], [-0.001, 0.003, -0.169], [0.004, 0.067, 0.275], [0.190, -0.012, 0.030]]
}

***

{
  "formula": "C29H23AuFINO5Te",
  "method": "ωB97M-V/def2-TZVPD",
  "gap_ev": 6.344,
  "charge": 1,
  "homo_energy_ha": -0.39670,
  "e_lumo_ev": -4.451,
  "species": ["Au", "I", "Te", "F", "O", "O", "O", "O", "O", "N", "C", "C", "C", "C", "C", "C", "C", "C", "C", "C", "C", "C", "C", "C", "C", "C", "C", "C", "C", "C", "C", "C", "C", "C", "C", "C", "C", "C", "C", "H", "H", "H", "H", "H", "H", "H", "H", "H", "H", "H", "H", "H", "H", "H", "H", "H", "H", "H", "H", "H", "H", "H"],
  "coordinates": [[-0.939844, 0.891753, 1.066430], [-5.671997, 7.120588, -3.327038], [-0.339765, 2.601249, 2.883303], [-3.788813, -2.276737, -4.289217], [-1.602012, -0.588126, -0.215138], [-2.040862, 2.177791, 0.033770], [1.760898, -1.982275, 1.931082], [0.249446, -0.396361, 1.985696], [-0.823702, 3.946649, 0.674578], [0.851433, -3.540935, -1.637563], [0.178361, -5.042798, -4.026758], [-2.431931, 5.654953, -0.869658], [-1.773223, 3.461959, 0.063699], [-3.829223, 3.748820, -1.345446], [-0.810247, -1.512438, -0.612707], [1.778806, 1.759589, 4.677848], [-0.325588, -3.232142, -2.326093], [0.837164, -1.424199, 1.389391], [-1.851645, -3.582431, -4.135921], [-2.703580, 4.296691, -0.737092], [0.368096, 1.290055, 4.413601], [2.433201, 2.535510, 3.724639], [1.823345, -4.509701, -2.235867], [-3.276738, 6.464264, -1.608464], [1.129795, -2.915139, -0.505895], [3.747353, 2.939698, 3.938745], [3.744321, 1.824580, 6.065732], [-2.664002, -2.569584, -3.630611], [-4.397957, 5.908581, -2.211859], [-1.163382, -2.224671, -1.823481], [-0.682084, -3.927052, -3.500185], [-2.349410, -1.889223, -2.491475], [0.350081, -1.921014, 0.058193], [2.807288, -5.054930, -1.216867], [-4.680105, 4.554691, -2.081894], [1.040584, -5.619124, -2.918494], [2.438806, 1.416657, 5.853666], [1.720729, 2.901469, 2.447510], [4.401526, 2.583075, 5.105028], [-5.557499, 4.133252, -2.551870], [-2.161861, -4.102697, -5.033326], [1.971475, 2.233061, 1.624462], [-3.065920, 7.519036, -1.714355], [3.505739, -4.304810, -0.849617], [-2.989616, -1.111682, -2.102574], [-0.455630, -5.810358, -4.469865], [0.323156, 0.257574, 4.076074], [1.926555, 0.825262, 6.602383], [3.397921, -5.828477, -1.704970], [4.249458, 1.556627, 6.983788], [2.025126, -3.202029, 0.022634], [-4.039074, 2.694069, -1.238995], [0.425954, -6.136313, -2.176145], [2.292584, -5.509916, -0.368958], [1.860076, 3.933021, 2.134180], [4.255222, 3.538415, 3.192707], [2.367909, -3.946633, -3.000304], [-1.555293, 6.068629, -0.390778], [1.746730, -6.344118, -3.321121], [0.818621, -4.662030, -4.828144], [5.421410, 2.903157, 5.269520], [-0.278178, 1.427191, 5.280107]],
  "atomic_forces_ev_per_a": [[0.153, -0.304, 0.064], [0.010, -0.010, 0.012], [0.047, 0.043, 0.040], [0.003, 0.002, -0.002], [0.055, 0.234, -0.353], [-0.206, 0.017, 0.303], [-0.016, 0.001, 0.027], [-0.122, 0.017, -0.001], [0.022, -0.045, 0.058], [0.010, 0.024, -0.009], [-0.002, 0.001, 0.002], [-0.002, 0.002, 0.011], [0.124, -0.039, -0.221], [0.004, 0.003, -0.005], [-0.056, -0.079, 0.188], [0.006, -0.014, -0.004], [-0.022, -0.007, 0.013], [0.062, -0.023, -0.050], [-0.007, 0.007, -0.001], [-0.011, -0.005, -0.001], [-0.036, 0.169, 0.073], [0.029, -0.014, -0.038], [0.005, -0.023, 0.002], [0.001, -0.002, -0.001], [-0.011, -0.029, -0.005], [-0.011, 0.026, 0.018], [-0.004, 0.007, -0.001], [0.003, -0.005, -0.001], [-0.011, 0.015, -0.012], [-0.014, 0.012, -0.017], [0.011, -0.010, 0.002], [0.012, 0.014, -0.003], [0.047, 0.096, 0.008], [-0.006, 0.002, 0.004], [-0.003, -0.007, -0.002], [-0.010, 0.006, 0.007], [0.004, -0.017, -0.004], [-0.084, -0.083, -0.027], [0.003, -0.002, -0.003], [0.001, 0.001, -0.002], [-0.002, -0.004, 0.003], [0.007, 0.046, -0.034], [0.000, 0.000, -0.001], [-0.002, 0.000, 0.003], [-0.002, 0.001, -0.005], [0.000, -0.001, 0.001], [0.022, 0.005, -0.032], [0.003, -0.003, -0.002], [0.004, 0.004, -0.002], [0.002, -0.006, -0.002], [0.000, 0.008, 0.000], [0.002, -0.001, 0.001], [0.002, -0.003, 0.000], [0.000, -0.005, -0.003], [-0.008, 0.001, 0.003], [-0.003, 0.008, 0.004], [0.002, -0.001, 0.000], [0.000, 0.001, -0.001], [0.000, 0.001, -0.002], [0.000, 0.000, -0.001], [-0.001, 0.004, 0.004], [-0.004, -0.037, -0.004]]
}

***

{
  "formula": "C8H10N2O2Sn",
  "method": "ωB97M-V/def2-TZVPD",
  "gap_ev": [4.550, 3.875],
  "charge": -2,
  "homo_energy_ha": [0.05933, 0.08712],
  "e_lumo_ev": [6.165, 6.246],
  "species": ["Sn", "O", "O", "N", "N", "C", "C", "C", "C", "C", "C", "C", "C", "H", "H", "H", "H", "H", "H", "H", "H", "H", "H"],
  "coordinates": [[-0.120210, -0.216939, -0.200302], [1.423465, -1.748192, -0.294077], [1.863969, -3.830188, 0.235319], [-1.813308, -1.046662, -0.770847], [1.103022, -2.859353, 0.414334], [1.239153, 0.898075, 1.479751], [-0.363364, 2.536738, 1.123999], [-0.986377, 1.492760, 1.855483], [-0.012063, 0.428610, 2.053461], [0.628257, 0.756391, -2.201782], [-0.610159, 0.823826, -2.739655], [-1.620977, 1.568703, -3.249908], [0.996053, 2.186035, 0.879763], [-1.875484, 0.121571, -0.440888], [1.402616, -0.067412, -2.522965], [-1.455547, 2.500694, -3.913783], [1.763760, 2.833337, 0.439359], [-0.093912, -0.412943, 2.748167], [1.217860, 1.705082, -1.806761], [-2.680792, 1.226571, -3.033504], [2.214044, 0.443165, 1.674659], [-0.820612, 3.491944, 0.853244], [-1.984806, 1.516058, 2.293517]],
  "atomic_forces_ev_per_a": [[1.247, -1.599, -1.953], [0.221, -3.240, 1.405], [-1.294, 2.103, 0.184], [-0.572, 2.498, 1.519], [1.858, 0.205, -1.454], [-0.291, 1.677, 0.957], [0.384, -0.586, 0.377], [1.265, -0.225, 0.373], [0.224, 2.021, 1.550], [3.493, 0.362, -0.011], [-1.829, 1.712, -1.903], [0.627, -0.744, 0.203], [0.226, -0.358, 1.613], [-2.865, -2.435, -1.362], [-1.693, 1.397, 0.504], [-0.331, -1.043, 0.992], [-0.449, -0.443, -0.030], [-0.109, 0.243, -0.528], [-0.975, -1.394, -0.788], [1.058, 0.529, -0.555], [-0.463, -0.019, -0.527], [0.060, -0.473, -0.088], [0.207, -0.187, -0.481]]
}